No. 1
# C49H36Br5CaF4N6O4PS

A molecular structure, C49H36Br5CaF4N6O4PS (the ωB97M-V functional and the def2-TZVPD basis, the Open Molecules 2025 dataset).

For the HOMO-LUMO gap, the calculation gives 6.17 eV. The total energy comes out at -468177.947 eV. As for the spin multiplicity: 1. The net charge is -2. For the LUMO energy, the calculation gives 0.13651 Eh.

The geometry in XYZ format:
```
107
Properties=species:S:1:pos:R:3:lowdin_charge:R:1
Ca 0.498 0.521 -0.547 1.3635
N 5.434 -3.074 -6.286 0.0794
C 4.428 -2.622 -5.429 -0.3258
C 4.581 -2.740 -4.045 -0.0239
C 3.562 -2.348 -3.203 -0.0413
C 2.390 -1.817 -3.724 -0.2699
C 2.226 -1.697 -5.091 -0.0544
C 3.237 -2.108 -5.943 -0.0422
S 1.188 -1.186 -2.586 0.5936
O 2.003 -0.547 -1.551 -0.4387
O 0.316 -0.255 -3.269 -0.3039
N 0.505 -2.523 -2.103 -0.0620
C -0.428 -2.536 -1.144 -0.4633
N -0.719 -1.414 -0.422 -0.0044
C -1.712 -1.483 0.457 -0.1430
C -2.438 -2.634 0.678 -0.0669
C -2.029 -3.746 -0.054 -0.1565
N -1.056 -3.720 -0.938 0.1209
H 6.360 -3.074 -5.893 0.0800
H 5.401 -2.690 -7.216 0.0758
H 5.511 -3.114 -3.634 0.1013
H 3.660 -2.431 -2.128 0.1019
H 1.313 -1.262 -5.478 0.1124
H 3.121 -2.006 -7.017 0.1019
H -1.930 -0.570 1.006 0.0685
H -3.254 -2.674 1.383 0.0884
H -2.520 -4.708 0.076 0.0973
Br 6.797 0.199 -1.685 0.6525
C 5.271 0.001 -0.584 -0.7649
C 5.020 -1.211 0.037 -0.7813
Br 6.173 -2.690 -0.215 0.6516
C 3.856 -1.341 0.816 -0.6346
Br 3.412 -3.002 1.618 0.7664
C 2.932 -0.322 0.933 -0.4465
O 1.768 -0.471 1.559 -0.3549
C 3.141 0.914 0.220 -0.5284
O 2.187 1.766 0.168 -0.2536
C 4.367 1.056 -0.447 -0.6469
Br 4.609 2.697 -1.353 0.7294
F -3.081 2.444 7.380 0.0945
C -2.148 2.182 6.451 -0.1565
C -0.854 1.880 6.819 -0.1500
F -0.528 1.858 8.122 0.0946
C 0.095 1.623 5.844 -0.2163
F 1.348 1.458 6.309 0.0784
C -0.180 1.589 4.485 -0.2298
P 0.910 0.691 2.938 1.0932
C 1.561 -0.604 4.105 -0.3242
C 2.691 -0.544 4.912 -0.0961
C 3.097 -1.656 5.640 -0.0929
C 2.389 -2.844 5.569 -0.1188
C 1.259 -2.918 4.768 -0.1128
C 0.852 -1.806 4.051 -0.1154
C 2.166 2.040 3.013 -0.3258
C 3.544 1.846 3.035 -0.1005
C 4.413 2.930 3.072 -0.0791
C 3.923 4.224 3.093 -0.1046
C 2.551 4.432 3.036 -0.0878
C 1.688 3.352 2.992 -0.1006
C -1.498 1.931 4.161 -0.5785
Br -2.058 2.102 2.330 0.7835
C -2.461 2.235 5.108 -0.2841
F -3.710 2.587 4.761 0.0442
H 3.260 0.368 4.999 0.0892
H 3.977 -1.588 6.270 0.0950
H 2.715 -3.711 6.133 0.0896
H 0.705 -3.846 4.688 0.0955
H -0.013 -1.865 3.399 0.0974
H 3.954 0.847 3.003 0.1039
H 5.483 2.757 3.079 0.1008
H 4.603 5.066 3.142 0.0899
H 2.156 5.442 3.017 0.0951
H 0.621 3.530 2.922 0.0849
C -5.928 0.630 0.642 -0.1073
C -5.174 1.112 -0.600 -0.1959
C -5.447 0.294 -1.847 -0.1594
C -6.727 -0.176 -2.111 -0.0685
C -6.998 -0.935 -3.238 -0.1133
C -5.971 -1.214 -4.124 -0.0698
C -4.680 -0.750 -3.907 -0.1841
C -3.600 -1.076 -4.904 -0.2061
C -2.621 -2.094 -4.327 -0.0914
C -4.399 0.009 -2.755 -0.1953
N -3.111 0.447 -2.451 0.1030
C -2.843 1.687 -2.621 -0.1205
C -1.801 2.497 -2.083 -0.3270
C -1.767 3.878 -2.346 -0.0899
C -0.774 4.417 -1.539 -0.1173
C -0.247 3.344 -0.820 -0.2197
N -0.843 2.177 -1.139 -0.1125
H -5.569 1.166 1.522 0.0601
H -5.753 -0.436 0.794 0.0755
H -7.004 0.794 0.564 0.0551
H -4.107 1.072 -0.388 0.0861
H -5.423 2.161 -0.788 0.1185
H -7.530 0.053 -1.420 0.0948
H -8.000 -1.303 -3.424 0.0862
H -6.171 -1.799 -5.016 0.0988
H -3.046 -0.171 -5.166 0.1091
H -4.069 -1.461 -5.813 0.0956
H -1.942 -2.493 -5.083 0.0687
H -3.147 -2.930 -3.865 0.0776
H -2.024 -1.598 -3.571 0.0389
H -3.544 2.293 -3.220 0.1299
H -2.414 4.403 -3.034 0.0860
H -0.472 5.451 -1.464 0.0749
H 0.534 3.383 -0.072 0.0857
```

No. 2
# C4H3FO6Yb

A molecular structure, C4H3FO6Yb (the ωB97M-V functional and the def2-TZVPD basis, the Open Molecules 2025 dataset).

For the HOMO-LUMO gap (alpha / beta), the calculation gives 7.78 / 5.01 eV. The total energy comes out at -50707.268 eV. As for the spin multiplicity: 3. The net charge is +2. For the LUMO energy (alpha / beta), the calculation gives -0.35421 / -0.45538 Eh. The expectation value of S² is 2.02.

The geometry in XYZ format:
```
15
Properties=species:S:1:pos:R:3:mulliken_spin:R:1
C 0.545 0.634 -0.944 -0.0093
C 0.516 -0.832 -1.343 0.0153
O 1.419 -1.687 -0.638 0.0054
C 1.280 -2.012 0.608 -0.0244
O 0.670 -1.427 1.499 0.0764
O 1.993 -3.030 0.954 0.9320
O 1.004 0.994 0.148 0.0178
F 0.908 1.374 -1.985 0.0030
H 0.761 -0.957 -2.402 -0.0006
H -0.515 -1.183 -1.177 0.0004
O -3.428 2.328 0.698 0.7749
C -2.297 1.930 0.787 -0.0460
O -1.643 1.596 1.819 0.0562
Yb 0.386 0.657 2.317 0.0027
H -1.598 1.616 -0.340 0.1963
```

No. 3
# BrH2PS

2 unconnected molecules or ions with the total composition BrH2PS (the ωB97M-V functional and the def2-TZVPD basis, the Open Molecules 2025 dataset).

For the HOMO-LUMO gap (alpha / beta), the calculation gives 4.60 / 4.59 eV. The total energy comes out at -90194.808 eV. As for the spin multiplicity: 1. For the LUMO energy (alpha / beta), the calculation gives -0.12945 / -0.12991 Eh.

The geometry in XYZ format:
```
5
Properties=species:S:1:pos:R:3:lowdin_charge:R:1
P -1.414 -0.044 -0.460 0.6348
S 2.132 0.065 -0.342 -0.2328
Br 3.182 -1.376 0.783 0.0350
H -2.642 0.024 0.406 -0.1807
H -1.259 1.331 -0.386 -0.2564
```

No. 4
# C3H10N3PS

C3H10N3PS in the gas phase (the ωB97M-V functional and the def2-TZVPD basis, the Open Molecules 2025 dataset).

For the HOMO-LUMO gap, the calculation gives 9.58 eV. The total energy comes out at -27867.157 eV. As for the spin multiplicity: 1. For the LUMO energy, the calculation gives 0.02481 Eh.

The geometry in XYZ format:
```
18
Properties=species:S:1:pos:R:3:lowdin_charge:R:1
C 0.522 1.727 0.544 -0.5279
C -0.710 1.334 1.287 -0.3015
C -0.828 0.438 2.223 -0.0260
N 0.651 -1.256 -2.631 -0.1241
N -1.001 -1.437 -0.553 -0.1026
N 1.360 -1.257 0.175 -0.1894
P 0.494 -0.777 -0.950 0.2909
S 0.245 1.394 -1.262 0.5908
H 0.489 2.749 0.751 0.0510
H 1.358 1.100 0.806 0.0402
H -1.659 1.903 1.208 0.1123
H -1.736 0.292 2.739 0.0549
H -0.053 -0.182 2.384 0.0182
H -0.196 -1.028 -3.128 0.0250
H 1.525 -0.916 -2.950 0.0127
H -1.599 -1.688 -1.310 0.0346
H -1.181 -1.446 0.452 0.0453
H 2.318 -0.951 0.215 -0.0044
```